[1]
Below is a cluster of 2 separate species, C7H14 in total, with properties calculated with ωB97M-V/def2-TZVPD.

Values from the calculation:
- Net charge: 0
- LUMO level: 0.50 eV
- HOMO-LUMO gap: 8.7 eV

Each line ends with the Mulliken charge.
CARTESIAN COORDINATES (ANGSTROEM)
C 1.2774 -2.2344 0.2345  -1.01
C -0.6401 0.0961 1.4598  -0.48
C 0.2297 0.3707 2.6304  -0.80
C -0.3925 1.0324 0.3521  -0.44
C -0.8376 0.6080 -1.0289  0.01
C -0.5728 1.5021 -2.2063  -0.67
C 0.1956 0.2200 -2.0482  -0.60
H 1.9652 -1.3832 0.2180  0.22
H 1.6338 -2.9777 0.9529  0.32
H 1.2343 -2.6806 -0.7620  0.29
H 0.2767 -1.8954 0.5231  0.21
H 0.8999 -0.5059 2.6513  0.23
H 0.8583 1.2780 2.6078  0.31
H -0.3299 0.3107 3.5709  0.37
H -1.0806 1.8258 0.7329  0.28
H 0.6043 1.5154 0.3290  0.35
H -1.7656 0.0407 -1.0312  0.43
H -1.3238 1.5610 -2.9893  0.27
H -0.0448 2.4359 -2.0237  0.24
H 1.2416 0.2887 -1.7561  0.23
H -0.0254 -0.6027 -2.7225  0.24


[2]
Below is the molecule C19H14BrNO5S, with properties calculated with ωB97M-V/def2-TZVPD.

Values from the calculation:
- Net charge: 0
- LUMO level: -0.25 eV
- HOMO-LUMO gap: 8.4 eV
- SMILES string: O=C(O)c1cc(S(=O)(=O)Nc2cccc(Oc3ccccc3)c2)ccc1Br

Each line ends with the Mulliken charge.
CARTESIAN COORDINATES (ANGSTROEM)
O 1.0836 -4.5704 2.4262  -0.57
C 0.8172 -3.4165 2.6291  0.34
O 1.5878 -2.6202 3.3775  -0.39
C -0.3795 -2.7056 2.1041  0.30
C -0.7580 -1.4909 2.6752  0.10
C -1.8569 -0.8149 2.1946  -0.26
S -2.1828 0.8510 2.7735  1.13
O -1.5455 1.0501 4.0335  -0.63
O -3.5687 1.1670 2.6232  -0.70
N -1.3899 1.7387 1.5841  -0.30
C -0.1205 1.3138 1.1782  0.09
C 0.8605 1.0827 2.1369  -0.63
C 2.0972 0.6042 1.7434  -0.47
C 2.3785 0.3776 0.4096  -0.90
C 1.4080 0.6404 -0.5535  0.27
O 1.7180 0.3451 -1.8486  -0.47
C 1.1560 1.0575 -2.8813  0.45
C 0.9113 0.3700 -4.0652  -0.66
C 0.4131 1.0463 -5.1628  -0.44
C 0.1536 2.4048 -5.0881  -0.50
C 0.4079 3.0886 -3.9114  -0.60
C 0.9113 2.4243 -2.8076  -0.13
C 0.1510 1.0915 -0.1659  -0.10
C -2.6176 -1.3244 1.1576  -0.59
C -2.2665 -2.5351 0.5917  -0.64
C -1.1451 -3.2168 1.0532  0.02
Br -0.6955 -4.8240 0.1833  -0.13
H 2.3514 -3.1181 3.7109  0.33
H -0.2008 -1.0816 3.5012  0.64
H -2.0216 1.9696 0.8316  0.37
H 0.6355 1.2792 3.1715  0.70
H 2.8545 0.4131 2.4876  0.45
H 3.3385 0.0046 0.0912  0.47
H 1.1225 -0.6871 -4.1067  0.42
H 0.2240 0.5082 -6.0794  0.38
H -0.2390 2.9302 -5.9452  0.38
H 0.2211 4.1504 -3.8505  0.37
H 1.1266 2.9611 -1.8951  0.47
H -0.6149 1.2645 -0.9094  0.47
H -3.4800 -0.7731 0.8168  0.48
H -2.8462 -2.9561 -0.2152  0.46


[3]
Below is a cluster of 6 separate species, C41H67F8N3O12P in total in a non-equilibrium geometry, with properties calculated with ωB97M-V/def2-TZVPD.

Values from the calculation:
- Net charge: +1
- LUMO level: -1.99 eV
- HOMO-LUMO gap: 8.3 eV

Each line ends with the Mulliken charge.
CARTESIAN COORDINATES (ANGSTROEM)
C 3.2846 0.1634 3.3342  -1.51
C 4.0507 0.1217 2.0370  0.32
C 5.2158 0.8234 1.8216  -1.24
C 5.8712 0.7797 0.6131  -0.25
C 5.4266 0.0161 -0.4533  0.37
C 6.1960 -0.0515 -1.7769  0.96
C 7.6098 0.5799 -1.5936  -2.01
C 5.5283 0.7792 -2.9253  -1.16
C 4.2557 -0.7106 -0.2195  -0.24
O 3.6857 -1.5821 -1.1781  -0.61
C 2.9827 -0.8858 -2.1941  -0.11
C 1.6561 -1.5288 -2.5656  -0.48
N 1.4491 -1.9292 -3.8661  0.01
C 0.2084 -2.4388 -3.9835  -0.54
N -0.3213 -2.3517 -2.7889  0.05
C -1.7008 -2.7803 -2.4961  -1.27
C -2.6030 -1.5427 -2.6473  -0.34
O -2.1256 -0.5025 -1.8185  0.13
C -2.7402 0.7286 -2.1340  -1.53
C -2.1573 1.8509 -1.2908  0.87
F -2.1245 1.5286 0.0089  -0.17
F -3.0159 2.9167 -1.3774  -0.40
C -0.7243 2.3217 -1.7215  0.20
F 0.0165 1.2984 -2.1871  -0.10
F -0.1197 2.8231 -0.6266  -0.32
C -0.7112 3.4328 -2.8015  0.74
F -1.5510 3.0525 -3.8146  -0.33
F -1.1392 4.6249 -2.3565  -0.23
C 0.6765 3.6548 -3.4706  -0.01
F 0.9267 2.6731 -4.3844  -0.26
F 1.6673 3.6339 -2.5599  -0.21
C 0.5368 -1.8139 -1.8341  0.60
P 0.2659 -1.5308 -0.0266  0.23
N 0.3387 -0.0315 0.4163  0.39
C 3.6065 -0.6564 0.9845  0.13
H 2.4479 -0.5414 3.3815  0.23
H 2.8365 1.1630 3.4472  0.18
H 3.9472 0.0536 4.2007  0.51
H 5.6321 1.4358 2.6213  0.43
H 6.7679 1.3884 0.5553  0.35
H 6.3831 -1.0888 -2.0818  0.46
H 7.4566 1.6640 -1.4873  0.47
H 8.2343 0.4420 -2.4819  0.40
H 8.1103 0.2202 -0.6890  0.45
H 4.5528 1.1739 -2.6301  0.21
H 6.1685 1.5898 -3.2824  0.48
H 5.3408 0.1187 -3.7864  0.20
H 2.7783 0.1624 -1.9386  0.36
H 3.6011 -0.9208 -3.1037  0.06
H 2.1384 -1.8411 -4.5980  0.29
H -0.2459 -2.8408 -4.8990  0.67
H -1.7923 -3.2631 -1.5220  0.34
H -2.0168 -3.4581 -3.2950  0.64
H -3.6460 -1.7942 -2.3957  0.34
H -2.5275 -1.1795 -3.6872  0.33
H -2.6846 0.9840 -3.2054  0.54
H -3.8184 0.6410 -1.9069  0.48
H 0.6704 4.5955 -4.0375  0.34
H 1.1694 -2.3924 0.6331  0.03
H -1.0097 -2.0483 0.2329  0.03
H 1.0638 0.0865 1.1194  -0.29
H 2.7049 -1.2273 1.1731  0.81
O 3.3137 -2.9435 5.1460  -0.59
C 3.2500 -2.4753 6.2519  0.83
O 4.3738 -2.2427 6.9494  -0.37
C 4.4085 -1.4889 8.1663  -0.32
C 4.1471 -2.3671 9.3720  -0.99
C 1.9155 -2.2299 6.9164  -0.87
H 3.7289 -0.6370 8.1181  0.28
H 5.4153 -1.0778 8.2285  0.35
H 3.1473 -2.8012 9.3423  0.27
H 4.2455 -1.7915 10.2928  0.36
H 4.8558 -3.1954 9.3976  0.29
H 1.6179 -3.1235 7.4649  0.28
H 1.1809 -2.0304 6.1391  0.14
H 1.9072 -1.3664 7.5772  0.35
O 0.8563 1.1222 5.6894  -0.58
C 0.2290 1.5977 4.7798  0.81
O 0.8846 2.1229 3.7305  -0.41
C 0.2489 2.5052 2.5021  0.06
C -0.2627 3.9296 2.5640  -1.24
C -1.2758 1.7044 4.8274  -1.07
H -0.5294 1.7948 2.2238  0.35
H 1.0204 2.4299 1.7362  0.27
H -1.0363 4.0452 3.3241  0.33
H -0.6781 4.2278 1.6009  0.24
H 0.5470 4.6125 2.8251  0.34
H -1.5542 2.6550 5.2809  0.31
H -1.6542 0.8948 5.4475  0.33
H -1.7516 1.6025 3.8543  0.30
O -0.8761 -2.7644 2.2091  -0.44
C -1.3854 -3.8203 2.4871  0.75
O -2.0527 -4.4943 1.5344  -0.33
C -2.5029 -5.8495 1.6897  -0.40
C -3.8719 -5.9095 2.3326  -1.04
C -1.3728 -4.3537 3.8953  -1.18
H -1.7653 -6.4463 2.2262  0.36
H -2.5566 -6.2587 0.6815  0.33
H -3.8579 -5.5034 3.3440  0.28
H -4.2265 -6.9391 2.3799  0.39
H -4.5865 -5.3176 1.7596  0.30
H -2.2538 -3.9904 4.4237  0.31
H -0.4821 -3.9762 4.3934  0.18
H -1.3260 -5.4387 3.9509  0.37
O -7.2963 5.1683 2.1352  -0.57
C -6.6702 5.5225 1.1764  0.67
O -5.6206 4.7834 0.7614  -0.33
C -4.9494 4.9853 -0.4857  0.14
C -3.8455 6.0146 -0.3588  -0.78
C -6.9666 6.8275 0.4760  -0.90
H -5.6580 5.2320 -1.2790  0.34
H -4.5166 4.0256 -0.7468  -0.11
H -4.2403 6.9955 -0.0924  0.36
H -3.2977 6.1070 -1.2977  0.23
H -3.1481 5.7254 0.4287  0.20
H -6.3777 7.6220 0.9330  0.25
H -8.0225 7.0513 0.6089  0.32
H -6.7853 6.7998 -0.5965  0.32
O -2.1026 -3.0811 -5.6463  -0.53
C -2.5482 -2.7450 -6.7232  0.84
O -1.7148 -2.2731 -7.6458  -0.35
C -2.0818 -2.0530 -9.0209  -0.42
C -2.6750 -0.6756 -9.2229  -0.99
C -4.0276 -2.7605 -6.9992  -1.27
H -2.7374 -2.8459 -9.3803  0.37
H -1.1564 -2.1375 -9.5877  0.31
H -3.6036 -0.5522 -8.6647  0.28
H -2.8824 -0.5016 -10.2783  0.37
H -1.9843 0.0905 -8.8695  0.30
H -4.4544 -1.7975 -6.7201  0.29
H -4.4813 -3.5374 -6.3876  0.34
H -4.2748 -2.9918 -8.0319  0.41


[4]
Below is the molecule C2H7ClNO2P in a non-equilibrium geometry, with properties calculated with ωB97M-V/def2-TZVPD.

Values from the calculation:
- Net charge: 0
- LUMO level (alpha / beta): 0.26 / 0.26 eV
- HOMO-LUMO gap (alpha / beta): 7.8 / 7.8 eV

Each line ends with the Mulliken charge.
CARTESIAN COORDINATES (ANGSTROEM)
C -1.5104 -1.0153 -1.4213  -0.65
C 1.0173 -0.7254 2.0217  -0.60
N 0.5142 3.3536 -0.6384  -0.57
O -0.5609 -1.0738 -0.3428  -0.31
O 1.7449 -0.5516 0.7659  -0.17
P 0.9511 -0.3257 -0.6190  0.33
Cl -0.0083 1.7670 -0.3968  0.08
H -1.5932 -1.9814 -1.7896  0.27
H -1.2132 -0.2076 -2.1078  0.35
H -2.4643 -0.8128 -0.9659  0.22
H 1.7561 -1.0760 2.8622  0.24
H 0.0857 -1.1834 1.9346  0.33
H 0.8633 0.3079 2.3588  0.29
H 0.4177 3.5245 -1.6616  0.17


Question: net charge of number 4 (C2H7ClNO2P)?
Answer: 0